124
Properties=species:S:1:pos:R:3:lowdin_charge:R:1 method="wB97M-V/def2-TZVPD" gap_ev=6.7 largest_force_ev_per_a=6.92 charge=-1 e_tot_ha=-41088.537011
C 2.524 0.658 2.760 -0.188
C 2.330 2.244 2.392 -0.345
C 1.155 3.016 3.236 -0.727
Br 0.620 2.125 4.945 0.537
Ga -0.501 3.303 1.962 0.063
I 0.014 5.229 0.187 0.388
C -2.205 3.812 3.015 -0.297
C -3.353 2.624 3.080 -0.170
C -4.153 2.211 4.474 -0.010
C -5.281 1.008 4.383 -0.210
C -5.636 0.159 3.025 -0.252
C -4.846 0.562 1.632 -0.037
C -3.760 1.791 1.726 -0.029
O -0.638 1.699 0.942 -0.218
N -0.558 1.969 -0.377 -0.308
O -0.668 0.913 -0.977 -0.114
H 1.623 -0.023 2.375 0.087
H 2.794 0.447 3.891 -0.001
H 3.468 0.276 2.137 0.048
H 2.190 2.298 1.209 0.079
H 3.356 2.781 2.657 0.103
H 1.546 4.109 3.490 0.059
H -1.882 4.074 4.134 0.037
H -2.730 4.805 2.613 0.026
H -3.973 2.762 5.511 0.058
H -5.862 0.750 5.393 0.032
H -6.418 -0.728 2.952 0.017
H -5.011 0.029 0.585 0.091
H -3.216 2.091 0.713 0.067
C 5.982 1.194 -0.317 -1.984
Cl 6.955 2.327 -1.288 0.471
Cl 4.257 1.401 -0.715 0.532
Cl 6.478 -0.478 -0.680 0.505
Cl 6.236 1.526 1.415 0.529
C 1.182 3.603 -3.917 -1.944
Cl 0.327 3.136 -2.425 0.511
Cl 0.116 4.622 -4.918 0.510
Cl 2.653 4.515 -3.498 0.510
Cl 1.630 2.139 -4.828 0.435
C 8.382 1.541 -4.879 -1.992
Cl 8.360 1.679 -6.655 0.511
Cl 8.971 3.067 -4.172 0.460
Cl 6.733 1.211 -4.289 0.496
Cl 9.462 0.208 -4.400 0.513
C 2.382 1.419 -8.649 -2.001
Cl 2.695 3.002 -7.896 0.501
Cl 0.791 1.447 -9.452 0.514
Cl 3.649 1.073 -9.853 0.507
Cl 2.391 0.152 -7.396 0.484
C 1.482 -1.796 -2.251 -1.962
Cl 1.813 -0.239 -3.052 0.483
Cl 2.568 -3.046 -2.909 0.480
Cl 1.757 -1.632 -0.499 0.515
Cl -0.212 -2.266 -2.545 0.506
C -5.718 -2.485 5.927 -1.921
Cl -6.694 -2.390 7.415 0.500
Cl -3.989 -2.389 6.343 0.532
Cl -6.046 -4.028 5.099 0.506
Cl -6.145 -1.131 4.849 0.608
C -3.894 4.669 -1.930 -1.968
Cl -3.626 5.531 -3.467 0.474
Cl -2.346 4.507 -1.062 0.284
Cl -5.044 5.588 -0.926 0.493
Cl -4.559 3.050 -2.265 0.499
C 3.606 -5.222 0.657 -1.976
Cl 2.208 -5.000 -0.425 0.446
Cl 4.905 -4.096 0.188 0.514
Cl 3.114 -4.893 2.338 0.514
Cl 4.198 -6.897 0.528 0.486
C -8.994 4.839 0.762 -1.990
Cl -9.015 4.977 -1.014 0.506
Cl -8.405 6.365 1.469 0.499
Cl -10.642 4.509 1.352 0.508
Cl -7.913 3.506 1.241 0.484
C -6.342 6.583 -6.097 -2.009
Cl -7.197 6.116 -4.605 0.501
Cl -7.408 7.602 -7.098 0.502
Cl -4.870 7.495 -5.678 0.487
Cl -5.894 5.119 -7.008 0.511
C 6.858 -9.196 -1.297 -1.974
Cl 6.003 -9.663 0.195 0.466
Cl 5.792 -8.177 -2.298 0.453
Cl 8.330 -8.283 -0.878 0.524
Cl 7.306 -10.660 -2.208 0.522
C 2.058 -1.585 6.903 -2.002
Cl 2.704 -2.614 8.206 0.499
Cl 3.347 -0.513 6.298 0.522
Cl 1.468 -2.613 5.572 0.507
Cl 0.714 -0.600 7.534 0.497
C -1.242 -3.655 -6.311 -1.991
Cl -0.596 -4.683 -5.007 0.437
Cl 0.047 -2.583 -6.915 0.501
Cl -1.832 -4.682 -7.641 0.512
Cl -2.586 -2.670 -5.680 0.517
C -4.542 6.670 5.118 -1.985
Cl -4.718 5.351 6.303 0.525
Cl -4.785 8.236 5.931 0.503
Cl -2.909 6.616 4.408 0.566
Cl -5.756 6.475 3.829 0.497
C 2.058 -7.800 -4.882 -1.971
Cl 2.326 -6.938 -6.419 0.521
Cl 3.606 -7.962 -4.015 0.469
Cl 0.908 -6.881 -3.878 0.463
Cl 1.393 -9.418 -5.217 0.521
C -9.942 0.666 4.372 -1.990
Cl -8.968 1.799 3.400 0.479
Cl -11.666 0.874 3.974 0.506
Cl -9.446 -1.006 4.009 0.508
Cl -9.688 0.999 6.104 0.509
C 10.034 6.696 -2.292 -2.000
Cl 9.924 7.634 -0.781 0.515
Cl 11.744 6.354 -2.657 0.510
Cl 9.148 5.162 -2.104 0.467
Cl 9.318 7.635 -3.627 0.515
C -1.666 -6.401 0.442 -1.999
Cl -1.399 -5.540 -1.094 0.488
Cl -0.119 -6.563 1.310 0.491
Cl -2.817 -5.482 1.446 0.523
Cl -2.332 -8.020 0.107 0.508
C 6.134 -11.141 3.830 -2.011
Cl 6.447 -9.557 4.584 0.516
Cl 4.543 -11.112 3.027 0.503
Cl 7.401 -11.487 2.627 0.489
Cl 6.143 -12.407 5.084 0.509